1.
{"formula": "C29H63FIP", "method": "ωB97M-V/def2-TZVPD", "smiles": "CCCCCCCCCCCCP([C@H](C)F)[C@H](I)CC.CCCCCC.CCCCCC", "total_energy_ev": -51202.1918, "lumo_ha": 0.014, "symbols": ["I", "P", "F", "C", "C", "C", "C", "C", "C", "C", "C", "C", "C", "C", "C", "C", "C", "C", "C", "C", "C", "C", "C", "C", "C", "C", "C", "C", "C", "C", "C", "C", "H", "H", "H", "H", "H", "H", "H", "H", "H", "H", "H", "H", "H", "H", "H", "H", "H", "H", "H", "H", "H", "H", "H", "H", "H", "H", "H", "H", "H", "H", "H", "H", "H", "H", "H", "H", "H", "H", "H", "H", "H", "H", "H", "H", "H", "H", "H", "H", "H", "H", "H", "H", "H", "H", "H", "H", "H", "H", "H", "H", "H", "H", "H"], "coordinates": [[-4.107, 0.262, -1.701], [-1.136, -0.795, -2.891], [0.010, -2.432, -1.159], [-4.948, -2.186, -3.955], [1.103, 3.131, 3.525], [-5.820, -0.507, 6.093], [0.677, 4.097, 2.420], [-3.978, -1.320, 4.525], [-1.644, 2.431, 4.874], [-0.562, 0.945, -2.659], [6.425, -1.238, -3.967], [-1.127, 1.836, 3.568], [-3.446, -2.065, -3.650], [4.851, 1.958, -2.370], [6.992, -2.358, -3.062], [-1.151, -0.736, 0.039], [0.521, 1.307, -3.694], [2.335, 1.509, -1.889], [-2.951, -0.676, -3.269], [5.977, -3.474, -2.801], [1.694, 2.112, -3.129], [3.610, 2.221, -1.477], [-4.989, -1.691, 5.608], [4.906, -3.086, -1.788], [-4.581, -0.776, 3.230], [-1.124, -1.612, -1.213], [-5.575, -1.705, 2.535], [6.340, 0.146, -3.304], [-4.952, -3.026, 2.093], [0.398, 1.775, 3.489], [4.895, 0.610, -3.088], [0.971, 3.577, 1.015], [-3.363, -2.196, 4.300], [4.446, 0.688, -4.076], [7.881, -2.781, -3.520], [-0.389, 4.324, 2.509], [-1.515, 0.817, 3.471], [-5.071, 0.182, 3.430], [-1.530, 2.397, 2.720], [2.182, 2.962, 3.451], [6.884, 0.899, -3.871], [-3.764, -0.554, 2.535], [2.480, 0.440, -2.017], [-4.446, -2.114, 6.457], [-4.114, -2.851, 1.413], [-5.539, -1.381, -3.534], [-5.683, -3.643, 1.569], [3.428, 3.294, -1.476], [-4.584, -3.604, 2.941], [-5.653, -2.482, 5.248], [-3.290, -0.568, 4.927], [-5.970, -1.191, 1.654], [-3.168, -2.803, -2.902], [5.283, -2.399, -1.033], [0.679, 4.310, 0.261], [-2.095, -0.872, 0.559], [-6.504, -0.813, 6.886], [5.506, -3.723, -3.751], [5.731, 2.008, -1.732], [-1.060, 0.325, -0.159], [1.395, 3.144, -2.948], [-1.288, 1.856, 5.731], [4.959, 2.775, -3.079], [-1.327, 3.467, 5.002], [4.525, -3.963, -1.272], [-3.030, -0.015, -4.124], [0.941, 3.605, 4.497], [7.290, -1.940, -2.101], [-2.736, 2.419, 4.891], [-6.434, -1.903, 3.182], [6.817, 0.092, -2.326], [0.426, 2.655, 0.803], [6.504, -4.371, -2.482], [-6.421, -0.079, 5.290], [2.038, 3.376, 0.889], [0.683, 1.245, 2.575], [-5.177, 0.281, 6.492], [0.054, 1.912, -4.469], [3.855, 1.960, -0.449], [-1.416, 1.605, -2.800], [1.202, 5.044, 2.566], [5.436, -1.549, -4.299], [-0.378, -1.079, 0.721], [1.634, 1.603, -1.058], [7.045, -1.173, -4.858], [4.053, -2.619, -2.276], [-5.132, -2.207, -5.026], [4.406, -0.171, -2.514], [-1.989, -2.273, -1.193], [0.899, 0.426, -4.207], [-0.215, 1.121, -1.647], [-2.901, -2.332, -4.553], [-5.319, -3.129, -3.567], [0.770, 1.163, 4.317], [2.454, 2.152, -3.913]], "atomic_forces_ev_per_a": [[-0.14, 0.06, -0.01], [0.26, -0.20, -0.34], [0.11, -0.02, -0.11], [0.19, -0.24, -0.18], [-0.02, 0.02, 0.02], [-0.03, -0.10, 0.01], [0.08, -0.03, -0.05], [0.08, -0.06, -0.02], [-0.10, 0.00, -0.13], [-0.23, -0.06, -0.41], [0.37, 0.01, 0.23], [0.04, -0.09, 0.11], [-0.63, 0.10, -0.15], [-0.32, -0.09, 0.34], [-0.40, -0.02, -0.20], [-0.28, -0.33, 0.07], [-0.01, 0.46, 0.09], [-0.50, 0.43, 0.30], [0.66, -0.27, 0.39], [0.28, 0.15, -0.05], [0.21, -0.39, -0.37], [0.45, -0.15, -0.27], [0.00, 0.10, 0.03], [-0.17, -0.14, -0.12], [-0.06, 0.09, 0.01], [-0.27, 0.51, 0.30], [0.11, -0.05, -0.09], [-0.31, -0.15, 0.12], [-0.12, 0.00, 0.01], [0.00, -0.05, -0.07], [0.86, 0.23, -0.11], [-0.07, 0.08, 0.05], [0.00, 0.01, -0.01], [-0.44, -0.15, -0.02], [0.15, -0.06, -0.03], [0.00, 0.00, 0.02], [-0.02, 0.01, -0.05], [0.01, 0.00, 0.01], [0.01, 0.00, -0.01], [0.01, 0.01, -0.01], [0.07, 0.08, -0.12], [-0.01, 0.01, -0.01], [0.13, -0.18, -0.11], [-0.01, -0.03, -0.01], [0.03, 0.00, 0.02], [-0.05, 0.06, 0.15], [0.03, -0.01, -0.02], [-0.11, 0.16, 0.11], [0.02, 0.00, -0.01], [0.01, -0.01, -0.02], [-0.01, 0.00, 0.02], [-0.02, 0.01, 0.01], [0.07, 0.04, 0.20], [0.10, 0.05, 0.08], [0.02, -0.01, -0.03], [-0.15, 0.02, 0.03], [0.00, 0.03, 0.01], [-0.07, -0.17, -0.09], [0.12, 0.13, 0.11], [0.19, 0.08, 0.07], [-0.05, 0.13, 0.20], [0.03, 0.03, 0.01], [0.03, 0.00, -0.26], [0.02, 0.00, 0.02], [-0.10, -0.10, 0.07], [-0.14, 0.27, -0.04], [-0.01, -0.01, 0.00], [0.16, 0.04, 0.09], [0.00, 0.01, 0.05], [0.01, 0.03, 0.03], [0.14, 0.09, 0.09], [0.00, -0.01, 0.01], [0.06, -0.08, 0.17], [0.01, 0.02, 0.00], [-0.01, -0.04, 0.00], [0.01, -0.01, 0.01], [0.00, 0.02, -0.03], [-0.04, -0.01, -0.19], [0.00, -0.15, 0.12], [-0.16, 0.07, 0.14], [-0.02, 0.01, 0.00], [-0.16, 0.08, -0.12], [0.26, 0.11, -0.01], [-0.02, -0.02, 0.10], [-0.01, 0.00, -0.16], [-0.07, 0.17, 0.01], [0.01, 0.12, -0.13], [-0.28, -0.06, 0.03], [-0.03, -0.18, -0.07], [0.09, -0.26, 0.13], [0.07, -0.12, 0.08], [0.23, -0.09, -0.05], [-0.18, -0.06, 0.10], [-0.01, 0.00, 0.01], [0.04, 0.13, -0.11]]}

2.
{"formula": "C29H63N2O2", "method": "ωB97M-V/def2-TZVPD", "total_energy_ev": -38167.7253, "lumo_ha": 0.072, "charge": -1, "symbols": ["O", "O", "N", "N", "C", "C", "C", "C", "C", "C", "C", "C", "C", "C", "C", "C", "C", "C", "C", "C", "C", "C", "C", "C", "C", "C", "C", "C", "C", "C", "C", "C", "C", "H", "H", "H", "H", "H", "H", "H", "H", "H", "H", "H", "H", "H", "H", "H", "H", "H", "H", "H", "H", "H", "H", "H", "H", "H", "H", "H", "H", "H", "H", "H", "H", "H", "H", "H", "H", "H", "H", "H", "H", "H", "H", "H", "H", "H", "H", "H", "H", "H", "H", "H", "H", "H", "H", "H", "H", "H", "H", "H", "H", "H", "H", "H"], "coordinates": [[-5.812, 2.768, 0.512], [-10.146, 4.026, 1.559], [-8.496, 3.573, -0.831], [5.781, 0.916, -1.529], [4.943, -3.995, -0.464], [6.884, 0.177, -1.022], [6.674, -2.195, 0.157], [5.884, -0.488, -4.477], [3.807, -4.895, 0.029], [-7.331, 2.924, -1.417], [5.389, -2.944, 0.553], [-9.524, 2.670, -0.343], [-2.368, -0.239, 0.195], [2.145, -3.156, 2.128], [-10.625, 3.435, 0.357], [-2.656, 0.871, 2.486], [-0.210, 0.295, 3.083], [1.218, 0.549, 2.611], [-1.210, 1.378, 2.662], [6.171, -1.958, -4.114], [1.584, -4.179, 1.141], [-10.147, 5.436, 1.562], [7.145, 0.402, -4.401], [-6.476, 2.049, -0.508], [1.923, -1.709, 1.694], [-1.293, 0.289, -0.774], [2.116, -0.673, 2.807], [6.592, -0.660, 0.279], [4.725, 0.114, -3.667], [-3.098, 0.842, 1.023], [-6.523, 2.934, 1.720], [2.403, -4.279, -0.148], [4.791, 0.072, -2.121], [1.704, -3.312, 3.119], [-9.842, 5.755, 2.557], [-2.905, 1.825, 0.587], [-0.544, -0.670, 2.688], [7.503, -2.579, 0.760], [0.911, -1.616, 1.277], [7.088, -2.056, -3.530], [-3.351, 1.486, 3.063], [-11.146, 5.836, 1.355], [-1.180, 1.371, -0.693], [-7.195, 2.090, 1.909], [-6.687, 3.703, -1.830], [8.045, -0.183, -4.191], [3.219, -3.327, 2.244], [7.346, -0.558, -1.737], [7.320, 0.935, -5.340], [1.831, -4.850, -0.884], [3.161, -0.361, 2.850], [5.548, -0.490, -5.520], [-5.791, 2.986, 2.525], [-2.726, -0.145, 2.889], [-9.146, 1.911, 0.357], [3.770, 0.376, -1.809], [4.672, 1.182, -3.910], [-0.311, -0.145, -0.580], [-3.106, -0.814, -0.368], [-7.117, 3.854, 1.736], [3.784, -0.343, -4.013], [-7.668, 2.310, -2.259], [1.195, 0.798, 1.544], [1.633, 1.420, 3.126], [-11.025, 4.208, -0.307], [5.810, -4.594, -0.760], [-5.692, 1.597, -1.120], [3.848, -5.853, -0.496], [-1.538, 0.067, -1.814], [-1.194, 2.196, 3.385], [4.593, -2.202, 0.675], [3.965, -5.119, 1.091], [-0.863, 1.809, 1.718], [4.606, -3.475, -1.368], [-4.179, 0.695, 0.974], [-9.958, 2.137, -1.195], [5.585, -0.370, 0.591], [7.691, 0.886, -0.785], [2.513, -3.274, -0.571], [7.029, 1.128, -3.593], [4.863, -0.999, -1.805], [7.267, -0.324, 1.075], [6.921, -2.446, -0.881], [-0.204, 0.193, 4.174], [1.891, -1.135, 3.776], [1.528, -5.163, 1.619], [-11.435, 2.748, 0.616], [-9.453, 5.856, 0.825], [-7.056, 1.229, -0.066], [5.504, -3.436, 1.526], [2.608, -1.462, 0.878], [6.281, -2.581, -5.007], [-8.197, 4.174, -0.073], [5.364, -2.384, -3.515], [0.555, -3.899, 0.889], [-1.904, -0.949, 0.883]], "atomic_forces_ev_per_a": [[-0.05, 0.13, -0.02], [0.08, -0.02, -0.01], [0.00, 0.02, 0.10], [0.09, -0.02, -0.11], [0.01, 0.04, -0.04], [-0.09, 0.02, 0.09], [-0.01, 0.01, -0.06], [0.06, 0.01, 0.00], [-0.09, 0.03, 0.04], [-0.01, 0.02, -0.07], [-0.10, 0.04, -0.02], [0.03, -0.01, 0.01], [0.05, 0.06, -0.04], [0.09, 0.00, 0.00], [-0.06, 0.04, -0.04], [0.07, 0.07, -0.05], [0.00, 0.00, -0.02], [0.01, 0.02, -0.03], [0.04, -0.06, 0.01], [-0.05, 0.00, 0.04], [0.04, 0.06, -0.04], [-0.05, 0.03, 0.01], [0.09, -0.03, -0.02], [0.03, -0.07, 0.00], [0.01, -0.01, -0.05], [0.05, 0.00, 0.03], [0.00, -0.03, 0.03], [0.08, 0.01, 0.14], [-0.02, 0.14, 0.00], [0.09, -0.12, 0.04], [0.03, -0.05, 0.03], [0.00, 0.13, 0.02], [0.00, -0.06, 0.02], [-0.09, 0.02, -0.04], [0.01, 0.00, 0.00], [-0.13, 0.02, -0.04], [0.03, 0.02, 0.00], [0.02, -0.05, -0.08], [-0.01, -0.01, 0.09], [-0.05, 0.01, 0.07], [0.01, 0.02, -0.01], [-0.01, 0.00, 0.02], [0.00, 0.00, -0.01], [0.01, -0.01, 0.02], [-0.01, 0.00, 0.00], [-0.01, -0.02, -0.05], [0.00, -0.02, 0.12], [0.00, 0.04, -0.02], [-0.04, 0.03, 0.01], [0.04, -0.02, -0.02], [0.03, -0.06, -0.03], [-0.01, 0.02, 0.00], [0.00, 0.00, 0.00], [-0.09, 0.03, 0.09], [-0.01, -0.01, 0.00], [-0.03, -0.03, 0.04], [-0.08, -0.03, -0.10], [-0.02, -0.01, 0.00], [0.01, 0.00, -0.01], [-0.02, -0.02, -0.02], [0.02, -0.07, 0.08], [-0.01, 0.00, 0.00], [0.07, 0.06, 0.03], [-0.03, 0.00, -0.01], [0.02, -0.03, -0.02], [-0.01, -0.05, 0.08], [0.01, -0.01, 0.02], [-0.02, -0.01, 0.01], [0.00, 0.02, 0.01], [0.08, 0.01, -0.01], [-0.02, -0.11, 0.00], [0.05, -0.06, -0.05], [-0.06, 0.01, 0.00], [0.14, -0.04, -0.06], [0.00, -0.04, 0.01], [0.02, 0.00, 0.00], [0.03, 0.03, 0.00], [0.00, -0.02, 0.00], [-0.04, -0.03, 0.00], [-0.01, -0.04, 0.04], [-0.02, 0.04, -0.03], [-0.02, 0.00, 0.01], [-0.03, 0.02, 0.00], [-0.08, -0.08, -0.02], [-0.02, 0.05, 0.02], [0.05, -0.02, -0.03], [-0.01, 0.01, 0.02], [-0.01, -0.03, -0.02], [-0.03, 0.02, -0.01], [0.05, 0.06, 0.01], [-0.13, 0.03, -0.07], [0.06, 0.03, -0.01], [0.02, -0.01, 0.00], [-0.03, -0.02, -0.03], [0.00, -0.02, 0.04], [-0.06, -0.05, -0.01]]}